1.
An isolated molecule of C2H6OP2, computed with ωB97M-V with the def2-TZVPD basis set.

Geometry as XYZ:
```
11
Properties=species:S:1:pos:R:3:forces:R:3
C -0.702467 -0.582298 0.391408 -0.06 -1.24 -0.85
C 0.635933 0.172644 0.260148 -1.96 -5.35 -0.81
O -0.171671 -1.398278 1.380742 0.50 2.72 -1.28
P -2.270977 0.456012 0.603402 -0.03 -1.82 -1.52
P 1.965549 -0.694294 -0.589440 0.46 0.94 0.38
H -0.940748 -1.216162 -0.573223 0.60 1.21 1.40
H 1.080835 0.876594 0.851144 -0.05 1.97 2.22
H -1.992744 0.751900 -0.793845 -0.70 0.26 0.62
H -1.618399 1.550333 0.998608 0.87 1.79 0.80
H 2.503812 0.615710 -0.642451 0.93 -0.26 -0.25
H 1.510878 -0.532161 -1.886493 -0.56 -0.22 -0.71
```
Positions in Å, forces in eV/Å.

The orbital gap (spin up / spin down) is 8.33 / 7.99 eV. The value obtained for the max |F| is 5.76 eV/Å. As for the charge: 0.

***

2.
A cluster of 2 separate species, C2H6OS in total, computed with ωB97M-V with the def2-TZVPD basis set.

Geometry as XYZ:
```
10
Properties=species:S:1:pos:R:3:forces:R:3
C 1.689658 0.342808 0.798462 -2.14 -5.04 2.56
C -1.766570 -0.909414 -1.320729 -0.54 5.11 -0.55
O -0.272461 2.070392 1.263741 -0.46 1.65 -0.05
S -0.076706 0.627658 1.386240 1.51 -1.49 -0.63
H 2.120741 1.169260 0.433339 1.40 3.07 -1.35
H 1.729774 -0.554052 0.148426 -0.31 0.84 -0.30
H 2.206864 -0.095390 1.684937 -0.08 0.91 -0.32
H -2.532473 -1.435229 -0.963292 -2.72 -2.29 1.66
H -1.022525 -1.362113 -1.825598 2.50 -1.35 -1.46
H -2.076302 0.146079 -1.605525 0.84 -1.40 0.44
```
Positions in Å, forces in eV/Å.

The orbital gap (spin up / spin down) is 8.60 / 8.56 eV. The value obtained for the max |F| is 6.04 eV/Å. As for the charge: 0.

***

3.
A cluster of 2 separate species, C2H6OS in total, computed with ωB97M-V with the def2-TZVPD basis set.

Geometry as XYZ:
```
10
Properties=species:S:1:pos:R:3:forces:R:3
S 2.923075 0.070812 0.382259 -0.49 0.27 0.33
H 2.680924 0.152666 1.718134 0.19 -0.27 0.00
H 2.080641 1.130354 0.243263 -0.08 -0.04 -0.32
C -1.193649 -1.087989 -0.787154 1.01 0.11 -0.12
C -1.077286 0.184634 -0.439985 -1.32 -0.85 -0.07
O -0.446375 0.568694 0.726133 0.29 0.40 -0.08
H -1.588152 -1.349639 -1.750547 -0.41 0.03 -0.11
H -0.753286 -1.887806 -0.214904 0.09 -0.11 0.22
H -1.700898 0.896995 -0.974747 0.60 0.51 0.10
H -0.924993 1.321281 1.097545 0.12 -0.05 0.04
```
Positions in Å, forces in eV/Å.

Its spin multiplicity is 2. The orbital gap (spin up / spin down) is 8.03 / 2.66 eV. The value obtained for the max |F| is 1.57 eV/Å. As for the charge: +1.

***

4.
A cluster of 2 separate species, C2H6OS2 in total, computed with ωB97M-V with the def2-TZVPD basis set.

Geometry as XYZ:
```
11
Properties=species:S:1:pos:R:3:forces:R:3
C -1.321521 0.415040 -0.252200 -0.05 -0.07 -0.18
C -1.166829 0.180257 1.036636 -0.18 0.31 0.23
O -1.562676 1.033800 2.053838 0.21 -0.20 0.00
H -0.901130 -0.298783 -0.937993 -0.01 -0.15 -0.18
H -1.830614 1.270374 -0.679889 0.04 0.07 0.25
H -0.647829 -0.706692 1.382709 0.08 0.05 0.09
H -2.516883 1.046045 2.152742 -0.11 -0.01 -0.17
S 1.870740 -0.058703 -2.033030 0.38 -0.22 0.49
S 2.381344 -0.427444 -0.005073 -0.19 -0.01 -0.46
H 2.235577 -1.298693 -2.388340 -0.28 0.04 -0.25
H 3.459823 -1.155196 -0.329404 0.12 0.18 0.18
```
Positions in Å, forces in eV/Å.

As for the SMILES: C=CO.SS. The orbital gap is 9.01 eV. The value obtained for the max |F| is 0.66 eV/Å. As for the charge: 0.

***

5.
A cluster of 2 separate species, C2H6OS2 in total, computed with ωB97M-V with the def2-TZVPD basis set.

Geometry as XYZ:
```
11
Properties=species:S:1:pos:R:3:forces:R:3
C 1.511433 1.159458 0.736877 4.10 -2.24 -1.33
O 2.036113 0.097788 0.356139 -1.75 2.74 0.85
H 0.716323 1.257314 1.388094 -2.32 -0.59 1.24
H 2.017609 2.129699 0.636052 0.23 0.05 -0.77
C -0.613854 -1.258189 -1.202913 0.80 -1.96 -0.37
S -1.201133 0.421624 -0.782722 -0.55 -1.01 0.16
S -1.823491 -0.041084 1.190107 0.27 1.15 -0.55
H -1.045940 -1.795129 -2.128779 -0.40 1.13 1.68
H 0.444802 -1.193139 -1.580219 -0.64 0.04 1.20
H -0.736552 -1.923292 -0.229407 0.59 1.31 -2.33
H -1.305313 1.144952 1.616774 -0.34 -0.62 0.22
```
Positions in Å, forces in eV/Å.

As for the SMILES: C=O.CSS. The orbital gap is 8.78 eV. The value obtained for the max |F| is 4.86 eV/Å. As for the charge: 0.

***

6.
A cluster of 2 separate species, C2H6OS2 in total, computed with ωB97M-V with the def2-TZVPD basis set.

Geometry as XYZ:
```
11
Properties=species:S:1:pos:R:3:forces:R:3
O -2.691005 1.448790 0.120352 0.08 0.18 -0.60
C -1.954344 1.065140 0.969700 0.35 -0.21 1.37
H -0.958996 1.511983 1.230303 -0.25 0.17 -0.53
H -2.222418 0.254878 1.675610 -0.18 -0.14 -0.18
C 0.798431 0.134690 -1.135568 0.58 0.85 -1.51
S 0.840525 -1.627993 -0.921004 0.96 0.22 1.54
S 2.359152 -1.895744 0.501282 -1.45 0.51 -0.81
H -0.073251 0.341240 -1.757256 -0.45 -0.21 0.28
H 0.808448 0.747117 -0.240857 -0.14 -0.44 0.39
H 1.590836 0.542534 -1.792960 0.19 -0.58 0.34
H 1.502619 -2.522637 1.350397 0.33 -0.36 -0.30
```
Positions in Å, forces in eV/Å.

Its spin multiplicity is 2. The orbital gap (spin up / spin down) is 7.87 / 4.41 eV. The value obtained for the max |F| is 1.83 eV/Å. As for the charge: +1.

***

7.
A cluster of 2 separate species, C2H6OSSi in total, computed with ωB97M-V with the def2-TZVPD basis set.

Geometry as XYZ:
```
11
Properties=species:S:1:pos:R:3:forces:R:3
C -0.195801 -1.928438 -0.166540 -0.37 0.21 -0.06
C 1.462495 2.029184 0.042050 -0.88 -0.86 -0.12
O -2.124099 -0.000536 1.078615 -0.43 0.08 0.51
Si -0.868825 -0.177334 0.049249 1.08 0.73 -0.51
S -2.799166 0.528269 -0.497217 0.53 -0.34 0.03
H 0.462203 -2.174907 0.661022 0.11 0.08 0.18
H -1.009756 -2.651590 -0.189101 -0.15 0.05 0.02
H 0.370430 -2.013263 -1.086727 0.13 0.08 -0.18
H 1.880122 1.816256 1.001705 0.13 -0.11 0.37
H 1.979761 1.678657 -0.827567 0.14 -0.16 -0.24
H 0.842638 2.893698 -0.065489 -0.30 0.24 0.00
```
Positions in Å, forces in eV/Å.

The orbital gap (spin up / spin down) is 7.86 / 7.64 eV. The value obtained for the max |F| is 1.40 eV/Å. As for the charge: 0.

***

8.
An isolated molecule of C2H6OSSi, computed with ωB97M-V with the def2-TZVPD basis set.

Geometry as XYZ:
```
11
Properties=species:S:1:pos:R:3:forces:R:3
C 1.803771 0.371759 0.311491 0.06 0.03 1.96
C 1.528301 -0.026141 1.741762 0.96 -0.49 -1.04
O 0.768769 0.921882 -0.311206 -1.01 0.42 -1.89
Si -0.855158 1.266591 -0.252640 2.44 2.76 0.55
S 3.267852 0.089951 -0.526501 0.14 -0.06 -0.19
H 0.711322 0.583880 2.088602 0.06 0.38 0.63
H 1.193972 -1.032475 1.719191 -0.97 -1.32 0.00
H 2.379218 -0.162225 2.410973 0.14 0.97 0.01
H -0.822333 2.697931 0.374591 -0.43 -1.11 -0.54
H -1.480488 0.379449 0.590160 -1.20 -1.51 1.39
H -1.462213 1.292373 -1.544806 -0.19 -0.06 -0.87
```
Positions in Å, forces in eV/Å.

Its spin multiplicity is 3. The orbital gap (spin up / spin down) is 6.83 / 7.31 eV. The value obtained for the max |F| is 3.72 eV/Å. As for the charge: 0.

***

9.
A cluster of 2 separate species, C2H6S in total, computed with ωB97M-V with the def2-TZVPD basis set.

Geometry as XYZ:
```
9
Properties=species:S:1:pos:R:3:forces:R:3
C -0.993670 -0.689976 0.428473 -3.20 2.56 1.97
C -1.477962 0.123832 -0.535351 1.17 -1.45 -1.27
H -1.615093 -0.636151 1.401728 1.38 -0.36 -1.31
H -0.045743 -1.176933 0.503048 0.15 -0.58 -0.63
H -2.374013 0.803051 -0.520144 1.00 -1.15 0.33
H -0.968312 -0.031402 -1.529782 -0.55 0.93 0.92
S 2.455261 1.145837 0.067300 1.78 1.11 -0.66
H 3.402369 0.213735 -0.206510 -0.26 0.37 0.08
H 1.617163 0.248006 0.391238 -1.48 -1.43 0.56
```
Positions in Å, forces in eV/Å.

As for the SMILES: C=C.S. The orbital gap is 10.72 eV. The value obtained for the max |F| is 4.55 eV/Å. As for the charge: 0.

***

10.
A cluster of 2 separate species, C2H6S2 in total, computed with ωB97M-V with the def2-TZVPD basis set.

Geometry as XYZ:
```
10
Properties=species:S:1:pos:R:3:forces:R:3
C -2.207526 1.778547 1.545341 0.04 0.04 -0.32
C -2.499349 0.582361 2.017119 -0.36 -0.06 0.83
H -1.251328 2.257067 1.716501 -0.07 0.09 0.16
H -2.937103 2.298869 0.939709 0.15 0.11 -0.19
H -1.890745 0.079243 2.761441 0.26 -0.11 -0.37
H -3.470836 0.139846 1.835906 0.02 -0.05 -0.11
S 1.857343 -0.759159 -1.525765 0.03 -0.10 -0.19
S 0.262111 -0.456973 -0.188070 -0.03 -0.01 0.15
H 2.386048 0.465638 -1.464835 0.03 0.05 0.13
H 0.382917 0.868977 -0.087871 -0.07 0.06 -0.09
```
Positions in Å, forces in eV/Å.

As for the SMILES: C=C.SS. The orbital gap is 8.93 eV. The value obtained for the max |F| is 0.91 eV/Å. As for the charge: 0.

***

What did we get for relative energy (zero: lowest compared OMol25 entry of this formula, charge and spin)? Answer: 86.0, 80.9, 30.7, 20.4, 31.6, 19.4, 76.2, 0.0, 34.0, 33.6 kcal per mole, in the order shown.
What did we get for energy? Answer: -837.556714, -553.074566, -552.815367, -951.359547, -951.341627, -951.040307, -842.608995, -842.603324, -477.921970, -876.117002 a.u., in the order shown.